The following is a quantum chemistry calculation of a structure of composition C17H31CuN3P2 in a non-equilibrium geometry, from the OMol25 dataset.

Element x y z (Å)
P1 0.220 -1.840 1.531
P2 -0.150 1.866 1.430
C1 -0.157 -0.626 0.033
C2 0.350 0.817 0.008
H1 -1.235 -0.665 -0.181
H2 0.340 -1.160 -0.777
H3 1.442 0.878 -0.128
H4 -0.102 1.359 -0.822
C3 -1.777 2.587 1.125
H5 -1.984 3.263 1.973
H6 -2.542 1.789 1.108
H7 -1.801 3.151 0.183
C4 1.093 3.120 1.717
H8 1.085 3.866 0.913
H9 2.084 2.646 1.792
H10 0.836 3.597 2.676
C5 -0.893 -3.214 1.162
H11 -0.776 -3.954 1.962
H12 -0.647 -3.686 0.201
H13 -1.938 -2.875 1.183
C6 1.891 -2.396 1.139
H14 2.601 -1.562 1.224
H15 1.923 -2.816 0.128
H16 2.188 -3.169 1.864
Cu1 -0.330 0.064 2.510
C7 0.516 1.626 -2.989
C8 -0.823 1.697 -2.857
C9 -1.748 0.971 -3.775
C10 -1.346 -0.487 -4.128
C11 -0.666 -1.298 -3.060
C12 0.669 -1.388 -2.945
C13 1.606 -0.605 -3.805
C14 1.210 0.874 -4.083
C15 0.324 -2.147 3.407
H17 1.180 2.205 -2.338
H18 -1.293 2.382 -2.147
H19 -1.876 1.502 -4.736
H20 -2.744 0.948 -3.313
H21 -2.279 -1.009 -4.388
H22 -0.760 -0.475 -5.058
H23 -1.332 -1.909 -2.439
H24 1.137 -2.138 -2.300
H25 1.755 -1.079 -4.790
H26 2.592 -0.607 -3.323
H27 2.152 1.406 -4.285
H28 0.649 0.921 -5.029
H29 1.109 -1.558 3.894
H30 0.627 -3.197 3.471
H31 -0.644 -2.018 3.907
N1 -0.427 0.697 4.303
C16 -0.376 0.884 5.467
N2 -0.402 1.380 6.630
C17 -0.303 0.869 7.823
N3 -0.227 0.510 8.935

As for the net charge: 0. The spin multiplicity is 2. The LUMO energy (alpha / beta) is 0.2 / 0.1 eV. The energy above the lowest of the compared OMol25 structures with the same formula, charge and spin is 0.00 kcal/mol.

Löwdin atomic charge list, values in e, 6 entries:
1. P 0.699
2. P 0.779
3. C -0.356
4. C -0.399
5. H 0.084
6. H 0.014